# 1
Here is a 9-piece molecular cluster, C33H70N2O11 overall from the OMol25 dataset. Energies are from wB97M-V/def2-TZVPD.

Geometry as XYZ:
```
116
Properties=species:S:1:pos:R:3:mulliken_charge:R:1
O -0.860 0.206 0.573 0.201
O -5.334 -0.150 -0.833 -0.584
O -2.079 1.171 -5.273 -0.420
O -2.875 -4.793 0.252 -0.510
O 1.381 3.770 3.201 -0.440
O -0.810 1.592 -1.084 -0.819
O 0.381 -0.126 -1.163 -0.559
O 1.368 3.143 -0.840 -0.701
O -2.333 -0.191 4.019 -0.468
O 4.371 1.318 -3.043 -0.448
O 2.808 -1.458 1.825 -0.502
N -0.555 0.472 -0.614 0.411
N 4.422 1.891 0.998 0.667
C 3.123 0.671 -2.846 -0.465
C 2.661 -1.974 3.246 -0.552
C 5.195 0.483 -3.914 -0.907
C 1.398 -2.822 3.041 -0.368
C 3.933 1.528 2.383 -0.356
C 0.787 3.104 4.275 -0.948
C -1.014 0.615 -4.606 0.850
C -3.842 -1.297 2.508 1.058
C -3.340 -3.595 -0.394 -0.974
C -1.992 0.629 -6.653 -0.568
C -1.271 -0.710 -6.498 -0.746
C -0.271 2.151 3.582 -0.711
C 0.365 4.015 2.232 -0.374
C 4.147 0.016 -4.951 -0.441
C -6.151 1.276 0.857 -0.972
C -4.180 0.305 -0.152 0.012
C -6.446 -0.012 0.155 -0.382
C -1.006 -3.832 -0.713 -0.464
C -0.726 2.988 2.471 0.315
C -1.101 -0.821 -5.049 -0.513
C -1.532 -5.129 -0.128 -0.561
C 3.514 2.781 0.218 -1.332
C 1.201 -3.013 1.544 -1.265
C -2.743 -1.375 4.708 -0.694
C 2.742 0.182 -4.310 -0.727
C -4.585 1.463 0.845 -0.067
C 4.807 0.602 0.178 0.062
C 5.728 2.583 1.172 -0.902
C -2.093 -2.741 -0.473 0.372
C -2.447 -0.488 2.596 0.442
C -3.817 -2.048 3.775 -0.934
C 2.095 2.183 -0.069 2.485
C 1.711 -1.720 1.043 1.128
H 0.700 2.610 -1.278 0.621
H 2.117 -0.645 -4.156 0.345
H -4.386 2.438 0.321 0.334
H -1.084 2.448 1.649 -0.304
H 2.102 -1.073 3.591 0.100
H 3.760 2.979 -0.805 0.432
H -1.538 -0.861 2.210 -0.018
H 0.022 1.248 -4.889 -0.010
H -1.984 -2.001 4.842 0.325
H 0.856 -1.020 1.288 -0.437
H 4.529 0.980 3.123 0.305
H 5.696 3.531 1.733 0.377
H 1.034 4.071 1.212 -0.084
H 1.607 1.909 0.901 -0.588
H 3.015 -0.108 -2.132 0.219
H 3.449 2.597 2.680 0.245
H -3.980 1.172 1.795 0.141
H 3.867 0.171 0.117 -0.259
H 3.250 3.808 0.704 0.230
H -1.365 -6.019 -0.826 0.228
H -3.734 -3.514 -1.378 0.403
H -6.514 1.299 1.920 0.321
H -1.980 -1.988 -1.123 0.851
H -7.404 0.071 -0.325 0.422
H 0.109 5.041 2.338 0.410
H 0.189 -3.141 1.283 0.178
H 1.697 -3.786 3.685 0.419
H -3.568 -3.067 3.473 0.345
H -6.496 2.155 0.438 0.412
H 3.600 -2.613 3.563 0.395
H 0.376 1.334 3.391 -0.629
H 1.786 -1.738 -0.043 0.271
H 5.513 -0.130 -3.241 0.533
H 2.458 1.264 -2.578 1.049
H 5.944 1.055 -4.453 0.349
H 1.975 1.449 -0.901 -1.600
H 4.365 0.663 -5.879 0.343
H 6.458 2.044 1.742 0.415
H -0.890 -3.911 -1.693 0.794
H 3.037 1.016 2.093 -0.141
H 6.135 3.035 0.116 0.281
H -1.024 -5.592 0.639 0.365
H -6.376 -0.929 0.759 0.186
H -2.384 0.445 2.117 -0.350
H -3.828 -1.827 1.686 -0.632
H -4.696 -2.166 4.346 0.426
H -4.659 -0.590 2.509 -0.099
H -1.139 0.660 -3.511 -0.567
H -3.570 -0.437 0.289 -0.812
H 0.485 -2.241 3.561 -0.261
H 1.872 -3.738 1.144 0.638
H -0.234 -0.474 -6.900 0.197
H -1.731 3.365 2.914 0.411
H 4.612 -1.186 -5.031 0.187
H -3.547 0.588 -0.824 1.128
H -1.713 -2.348 0.541 -0.541
H -2.957 0.595 -7.170 0.338
H 5.458 -0.111 0.971 0.302
H -1.429 1.223 -7.271 0.303
H 2.343 0.711 -5.032 0.203
H -1.966 -1.197 -4.795 0.502
H 0.123 3.566 4.973 0.386
H 1.476 2.404 4.600 0.464
H -3.989 -3.060 0.175 0.384
H -1.588 -1.468 -7.187 0.424
H 0.015 -3.548 -0.267 -0.200
H -0.320 -1.635 -4.777 0.219
H -2.993 -1.056 5.718 0.395
H -0.991 1.823 4.113 1.687
H 5.318 0.571 -0.919 -0.036
```

## Properties
- Strongest force on any atom: 8.605 eV/A
- HOMO: -0.315 Ha
- Net charge: 0
- Kohn-Sham gap: 8.6 eV
- 2S+1: 1

# 2
Here is C10H10N2 as an isolated structure from the OMol25 dataset. Energies are from wB97M-V/def2-TZVPD.

Geometry as XYZ:
```
22
Properties=species:S:1:pos:R:3:mulliken_charge:R:1
N -2.098 -1.142 1.313 -0.611
N 0.689 1.060 -3.185 -0.585
C -1.127 -1.947 1.581 -0.231
C 0.350 -0.173 1.876 0.112
C -0.277 1.060 -0.940 -0.236
C 0.232 -1.530 1.896 -0.495
C -0.119 1.559 -2.260 -0.410
C 1.520 -0.334 -1.415 -0.701
C 1.593 0.180 -2.713 -0.440
C -0.634 0.719 1.684 -0.433
C -1.872 0.187 1.403 -0.258
C 0.566 0.131 -0.499 0.651
H 2.200 -0.235 -3.420 0.455
H 2.276 -0.942 -1.056 0.408
H 1.101 -2.169 2.204 0.363
H -2.677 0.857 1.306 0.499
H 0.465 -0.357 0.488 0.321
H -1.143 1.566 -0.468 0.119
H -0.753 2.371 -2.634 0.354
H 1.390 0.352 1.859 0.299
H -1.427 -2.998 1.423 0.368
H -0.256 1.785 1.559 0.453
```

## Properties
- Strongest force on any atom: 5.916 eV/A
- HOMO: -0.341 Ha
- Net charge: 0
- Kohn-Sham gap: 9.8 eV
- 2S+1: 1

# 3
Here is C30H48Hg2O28PS3 as an isolated structure from the OMol25 dataset. Energies are from wB97M-V/def2-TZVPD.

Geometry as XYZ:
```
112
Properties=species:S:1:pos:R:3:mulliken_charge:R:1
Hg 0.503 2.633 0.616 0.449
Hg 1.194 -0.117 -2.108 3.235
S -0.221 0.161 6.895 1.016
S -1.383 -5.209 1.427 1.036
S -4.788 1.279 -3.635 1.029
P 0.067 0.203 0.190 1.841
O 4.430 2.420 -3.732 -0.414
O 0.656 1.164 6.324 -0.416
O -3.660 4.287 0.807 -0.379
O -0.139 -1.122 -0.576 -0.380
O 4.585 -2.352 -0.295 -0.408
O -2.372 -4.522 0.329 -0.424
O -0.404 1.268 -0.867 -1.151
O -4.580 2.641 -4.009 -0.536
O -1.546 3.701 0.892 -0.569
O -0.143 -0.153 8.294 -0.581
O 3.471 2.986 4.383 -0.625
O -1.446 -3.927 2.400 -0.383
O -0.374 0.619 1.579 -1.110
O 3.486 1.201 5.688 -0.338
O -4.610 1.135 -2.008 -0.446
O -2.027 -6.356 2.006 -0.608
O 2.697 1.780 -2.546 0.012
O -1.742 0.353 6.448 -0.360
O -5.968 0.638 -4.125 -0.585
O 1.560 0.719 -0.045 -1.549
O -0.048 -5.279 0.919 -0.476
O -1.366 2.258 -4.976 -0.397
O -1.453 -3.300 -3.944 -0.363
O 0.160 -1.878 -3.413 -0.485
O 2.815 -1.837 -1.590 -0.564
O -3.531 0.308 -4.052 -0.306
O 0.097 1.045 -3.807 -0.624
O -0.085 -1.216 6.048 -0.415
C 2.448 -2.745 0.612 1.932
C 3.258 1.810 4.525 0.257
C 2.846 -0.501 4.192 0.155
C -3.357 0.506 -1.756 0.266
C -0.642 -5.347 -3.096 -0.652
C 2.530 0.885 3.592 0.678
C -1.895 -4.591 -3.502 -0.295
C -0.260 -3.004 -3.426 0.165
C -1.042 4.351 -3.981 -0.636
C 3.431 -3.568 1.426 -0.635
C -2.704 3.408 1.091 0.542
C -2.971 -0.365 -2.927 0.532
C 3.619 2.546 -2.681 -0.090
C -2.414 -3.093 0.415 0.720
C -4.723 2.470 1.845 -0.743
C -0.342 2.118 -4.134 0.179
C 5.378 4.063 -2.372 -0.789
C -3.273 2.075 1.532 1.560
C -2.016 -0.251 5.195 -0.152
C 5.419 3.455 -3.765 -0.441
C 3.969 3.717 -1.825 -0.103
C 0.398 -4.254 -2.846 0.520
C -4.969 3.723 1.047 -0.432
C 0.179 3.478 -3.727 0.303
C -1.647 -2.714 1.715 0.354
C -1.580 3.672 -5.235 -0.487
C 3.299 -2.302 -0.576 0.256
C -0.903 -1.249 4.879 0.488
C 4.801 -3.058 0.938 -0.507
C 3.265 -0.202 5.650 -0.682
H -1.035 3.949 -6.133 0.312
H 1.563 -3.261 0.267 -0.616
H 4.089 3.533 -0.763 0.237
H -2.657 3.822 -5.253 0.388
H 3.278 -4.634 1.259 0.369
H -0.730 5.364 -4.246 0.369
H -1.204 -2.269 4.664 0.371
H -0.663 -2.274 1.550 -0.432
H 4.205 -0.724 5.815 0.358
H -1.900 -0.475 -3.049 -0.339
H 0.449 3.386 -2.674 -0.255
H -1.748 4.461 -3.162 0.247
H -1.939 -2.766 -0.511 -0.514
H 3.292 4.546 -2.045 0.296
H -5.411 3.490 0.078 0.245
H -4.835 2.656 2.917 0.344
H 6.418 3.096 -3.994 0.333
H -2.188 0.515 4.436 0.040
H 1.327 -4.392 -3.401 0.537
H -2.796 1.675 2.420 -0.715
H 3.382 -3.371 2.496 0.255
H 6.095 3.630 -1.667 0.317
H 2.011 -1.169 3.977 0.074
H 2.848 1.011 2.556 0.154
H 5.110 4.182 -4.518 0.282
H 2.467 -0.561 6.287 0.171
H 1.448 1.021 3.562 -0.168
H -5.489 1.717 1.659 0.413
H 1.048 3.718 -4.339 0.284
H 0.688 -4.162 -1.802 -0.541
H -2.988 -0.742 5.282 0.343
H -2.586 -4.408 -2.674 0.097
H -3.469 -2.819 0.368 0.373
H -0.846 -5.868 -2.160 0.273
H -0.276 -0.855 4.074 -0.391
H 5.221 -2.412 1.709 0.291
H 2.316 -1.797 1.142 -0.787
H 5.668 5.107 -2.242 0.411
H -0.332 -6.090 -3.827 0.264
H -3.287 -1.399 -2.748 0.260
H -2.222 -2.030 2.338 0.323
H 3.681 -0.949 3.644 0.060
H -2.476 -5.050 -4.299 0.399
H -3.305 1.307 0.767 -0.450
H -3.511 -0.123 -0.877 0.109
H -2.592 1.262 -1.566 -0.070
H 5.520 -3.858 0.772 0.329
H -5.576 4.441 1.590 0.359
```

## Properties
- Strongest force on any atom: 3.728 eV/A
- HOMO: -0.441 Ha
- Net charge: +1
- Kohn-Sham gap: 6.8 eV
- 2S+1: 1

# 4
Here is a 2-piece molecular cluster, C2H5NO2 overall from the OMol25 dataset. Energies are from wB97M-V/def2-TZVPD.

Geometry as XYZ:
```
10
Properties=species:S:1:pos:R:3:mulliken_charge:R:1
O 1.131 -0.654 -0.604 -0.321
O -1.342 -0.714 -0.010 -0.439
N 1.018 0.681 -0.480 -0.461
C 1.261 -0.115 0.641 -0.018
C -1.367 0.494 -0.375 -0.345
H -1.626 1.189 0.288 0.359
H -1.464 0.632 -1.385 0.276
H 2.328 -0.048 0.972 0.227
H -0.468 -1.044 -0.354 0.425
H 0.529 -0.420 1.308 0.299
```

## Properties
- Strongest force on any atom: 4.454 eV/A
- HOMO (alpha / beta): -0.315 / -0.293 Ha
- Net charge: 0
- Kohn-Sham gap (alpha / beta): 9.2 / 8.4 eV
- 2S+1: 1